Run P
The following is a quantum chemistry calculation of a cluster of 3 separate species, C3H11NO3 in total, from the OMol25 dataset.

Atoms and positions in Å:
C  1.94399  -0.97450  -0.51846
C  1.64730  0.13571  0.56272
N  0.27446  -0.12517  1.02222
C  -0.70973  0.74485  1.59455
O  -1.87060  0.49809  1.50084
H  2.87821  -1.05727  -1.02089
H  1.19032  -0.88976  -1.29917
H  1.62406  -1.95837  -0.05940
H  2.48372  0.12127  1.26108
H  1.77632  1.15833  0.14927
H  -0.00224  -1.05179  0.96468
H  -0.20563  1.61287  1.95587
O  -2.77061  -1.29729  -0.32546
H  -2.44119  -2.12285  0.02968
H  -2.12071  -0.63359  -0.05739
O  -1.37368  2.15542  -2.17182
H  -1.63255  2.20304  -1.27990
H  -0.69143  1.48101  -2.30841

Results
Spin multiplicity: 1
LUMO in eV: 0.55
HOMO-LUMO gap in eV: 10.8

Run Q
The following is a quantum chemistry calculation of a cluster of 3 separate species, C3H11NO3 in total, from the OMol25 dataset.

Atoms and positions in Å:
C  1.12080  -0.18661  1.18316
C  1.39176  0.10603  -0.28833
N  0.84068  -0.95880  -1.13080
C  0.86363  1.47042  -0.68355
O  1.40346  2.49763  -0.39137
H  1.78864  -0.96081  1.57613
H  0.14748  -0.67814  1.27744
H  1.23889  0.64585  1.87015
H  2.45342  0.12393  -0.53731
H  0.07442  -1.45811  -0.70107
H  1.51339  -1.63502  -1.44325
H  0.00665  1.53618  -1.39111
O  -2.21111  -1.27705  -0.81146
H  -2.62186  -1.74607  -1.53801
H  -1.43663  -0.78456  -1.07954
O  -2.10680  1.38822  1.10097
H  -1.64773  0.57563  1.24140
H  -2.81908  1.34128  1.74655

Results
Spin multiplicity: 1
LUMO in eV: 0.66
HOMO-LUMO gap in eV: 10.2

Stability check: which of them is least stable? run P.